Molecular formula: C8H24N2O3
Method: DFT, ωB97M-V/def2-TZVPD

Results
Structure (SMILES) ... COC[C@H](C)N.COC[C@H](C)N.O
Gap between HOMO and LUMO ... 0.36746 Ha

Each line ends with the Mulliken charge.
CARTESIAN COORDINATES (ANGSTROEM)
H -0.63655 -3.38435 4.63973  0.37
C -0.10766 -0.78976 5.86010  -0.79
H 1.14056 0.98884 7.39604  0.30
H -0.44610 3.36242 -5.46559  0.33
H 1.24548 1.22290 -5.14520  0.38
O 3.06249 0.28158 0.51580  -0.64
H -0.30503 1.47076 8.28723  0.24
H 1.94675 -0.21532 -7.17417  0.38
H -0.04690 -1.64423 6.53411  0.40
C -1.11983 -1.18683 4.70515  0.57
H -1.05128 -0.09781 -6.63221  0.34
H 2.21264 0.33842 0.95256  0.32
H -0.35445 -1.15725 -4.62860  0.28
C -1.11635 2.68179 -4.94062  -0.78
H 2.30855 -0.82044 -5.60120  0.38
C -0.74567 -2.47994 4.04123  -1.39
H -0.45351 2.44144 -4.10936  0.30
H -1.23130 0.77295 4.15330  0.21
H 0.89374 -0.67561 5.44505  0.36
H -1.96037 3.24355 -4.54043  0.28
H 2.90576 -0.28210 -0.24178  0.32
C 0.63351 0.37690 -5.45805  0.25
H -1.73833 -0.20300 2.96487  0.21
C 1.47717 -0.61604 -6.27582  -1.52
H -0.23388 1.46995 -7.05729  0.34
H 0.22465 -0.23576 8.33135  0.29
N 0.17974 -0.36918 -4.29137  -0.65
H -2.10470 -1.32216 5.15215  0.20
H 0.15093 -2.38341 3.42894  0.32
C -0.58620 0.81513 -6.26030  -0.59
O -1.56379 1.52283 -5.61482  -0.35
H 1.00689 -1.56160 -6.54571  0.34
O -0.56065 0.34652 6.52500  -0.31
H -1.59264 -2.59569 3.36497  0.33
C 0.15162 0.66172 7.71712  -0.69
H -0.50256 0.15466 -3.76208  0.28
N -1.08273 -0.13188 3.72987  -0.62


Molecular formula: C5H13NO
Method: DFT, ωB97M-V/def2-TZVPD

Results
Structure (SMILES) ... CC/C=C(/C)N.O
Gap between HOMO and LUMO ... 0.32895 Ha

Each line ends with the Mulliken charge.
CARTESIAN COORDINATES (ANGSTROEM)
H -1.27051 -2.31865 -1.70126  0.36
H -1.08392 0.88603 2.05477  0.23
H -1.80125 0.01003 -1.29530  0.23
H 0.17351 0.55003 2.98094  0.25
H 0.78660 2.08043 -1.72783  0.34
N -0.07520 0.83590 2.03005  -0.56
C 1.99271 -0.23349 1.32835  -1.32
H -2.69995 -2.25235 -0.64250  0.35
H 2.04857 -1.33528 1.29937  0.29
H -2.20805 -0.24388 0.31099  0.33
O 0.63074 2.07204 -2.67823  -0.65
C -1.59019 -2.07089 -0.69826  -1.16
H -1.28886 -2.62645 0.24745  0.29
H -0.09364 1.45963 -2.83914  0.32
H 2.71328 0.05731 0.58246  0.30
C -1.44517 -0.50760 -0.40589  -0.51
H 0.65179 -0.69038 -0.96111  0.39
C 0.53152 0.03798 1.03645  0.63
H 2.37924 0.17839 2.23974  0.39
C 0.02727 -0.34447 -0.13997  -0.50


Molecular formula: C8H18NO4S
Method: DFT, ωB97M-V/def2-TZVPD

Results
Net charge ... +1
Gap between HOMO and LUMO ... 0.44367 Ha

Each line ends with the Mulliken charge.
CARTESIAN COORDINATES (ANGSTROEM)
H 1.79176 1.79246 -2.15633  0.37
C -0.84668 2.74718 -0.14543  -0.95
H -1.16502 1.67153 -3.12385  0.38
H -2.87791 1.56654 -1.47658  0.42
H -0.11913 3.42135 -2.05696  0.50
H 0.63801 -5.28901 1.00747  0.32
H 1.04793 0.34035 -0.20381  0.03
H 1.99091 3.12142 -1.04493  0.37
H 2.72934 0.91623 -0.03990  0.45
O -0.58451 -3.63491 0.84111  -0.33
O 0.74767 -2.26294 2.26330  -0.31
H 1.34860 -3.90160 0.13964  0.27
N -1.48551 1.42109 0.10419  0.10
S -0.61440 -2.18207 1.45693  1.04
H -2.18734 1.44339 0.84163  0.37
H -1.65547 3.45926 -0.28525  0.35
H 1.45548 1.65307 0.87938  0.27
H -0.80396 0.70623 0.38177  0.04
H -0.14651 0.52954 -2.29986  0.39
O -0.44345 -1.21032 0.41962  -0.55
C -0.81149 1.37448 -2.14199  -0.76
C 1.23088 -3.62599 2.29481  -0.32
H -0.27863 3.08199 0.71634  0.42
H 0.80152 -4.12954 3.16037  0.31
C -1.98792 0.99167 -1.25106  -0.52
H -2.16782 -0.07358 -1.22333  0.29
C 0.73395 -4.20859 0.98629  -0.28
O -1.71770 -2.05790 2.33131  -0.61
C 1.43123 2.20477 -1.21401  -0.87
H 2.31339 -3.60819 2.36850  0.32
C -0.05407 2.53274 -1.43711  0.28
C 1.68685 1.20935 -0.09229  -0.80


Number 1: E_HOMO -0.3379 Ha. Number 2: E_HOMO -0.2981 Ha. Number 3: E_HOMO -0.5366 Ha.